Record 1
The following is a quantum chemistry calculation of a structure of composition C58H114BN7O19TlV at a distorted geometry, from the Open Molecules 2025 dataset.

Geometry as XYZ:
```
201
Properties=species:S:1:pos:R:3:mulliken_charge:R:1
Tl 5.82746 -3.70238 -6.78112 0.9980
O 1.76189 6.21868 -1.96027 -0.4448
V 1.26290 5.65686 -3.31557 1.8743
O -0.12560 6.32924 -3.74488 -0.4546
N 2.76350 1.59702 -6.92536 1.0821
O 3.73600 1.90479 -7.52840 -0.5267
O 2.59965 0.38201 -6.99418 -0.5314
O 2.02310 2.42844 -6.38060 -0.6199
O 0.03988 0.96924 -1.66569 -0.6439
C 0.49792 -0.00571 -1.17651 0.5966
O 0.59007 -1.21051 -1.76227 -0.4731
B 1.08733 -2.19187 -0.76611 0.9216
O 1.34924 -1.46328 0.52948 -0.4286
C 1.05370 -0.25017 0.32959 0.6587
O 1.21082 0.61942 1.16961 -0.6780
O 2.27789 -2.77178 -1.30429 -0.4896
C 2.00695 -4.02007 -1.75102 0.5680
O 2.72673 -4.69781 -2.52361 -0.6625
C 0.58747 -4.34659 -1.41253 0.6256
O 0.16815 -3.35051 -0.58354 -0.3866
O -0.09763 -5.30278 -1.81979 -0.6073
C -5.22609 -0.07977 -3.96588 -1.8537
C -5.84951 0.40982 -5.30425 1.6938
C -7.13792 1.21944 -4.97463 -1.2210
C -7.63690 2.24848 -5.99652 -0.6851
C -6.40361 3.01631 -6.55622 -1.4950
C -5.39729 2.08996 -7.22162 1.5598
N -4.88286 1.21473 -6.13735 0.4081
O -3.59822 0.60323 -6.24159 -0.4199
C -5.81512 1.39579 -8.55457 -1.6067
C -4.30193 3.06370 -7.66567 -1.9414
C -6.32376 -0.80636 -6.14379 -1.9134
H -4.58766 0.68372 -3.52137 0.4743
H -4.58214 -0.95550 -4.04666 0.3764
H -5.99758 -0.26610 -3.21877 0.4287
H -8.01729 0.58035 -4.89499 0.3451
H -7.05236 1.76431 -4.03447 0.4931
H -8.29731 2.90174 -5.42627 0.3897
H -8.10591 1.81785 -6.88121 0.3372
H -5.93867 3.60634 -5.76641 0.4737
H -6.76483 3.78215 -7.24259 0.4877
H -5.06949 1.47163 -9.34602 0.4426
H -5.94537 0.31492 -8.50117 0.3229
H -6.70489 1.91175 -8.91540 0.3523
H -4.46228 3.45609 -8.66986 0.4386
H -4.27440 3.98420 -7.08254 0.4049
H -3.27549 2.69703 -7.67385 0.4416
H -6.86063 -1.50233 -5.49920 0.4891
H -5.46297 -1.46769 -6.24272 0.4240
H -6.91597 -0.84200 -7.05818 0.3835
H -3.03970 1.05695 -5.60613 0.3341
C -7.16348 1.33048 7.16166 -1.7996
C -5.87568 0.93867 6.40159 1.5463
C -4.71568 1.81836 6.99854 -1.4218
C -3.34077 1.55665 6.42784 -0.7202
C -3.02514 0.09934 6.57885 -1.1239
C -4.16256 -0.99739 6.20135 1.6226
N -5.51096 -0.54658 6.52029 0.1935
O -6.49587 -1.50517 6.27389 -0.3797
C -3.86736 -1.28325 4.69465 -1.7864
C -3.67762 -2.15121 6.93592 -1.9309
C -6.15641 1.28339 4.86203 -1.4154
H -7.16942 1.09887 8.22675 0.4157
H -8.09045 0.80847 6.92435 0.4103
H -7.33099 2.39136 6.97576 0.3866
H -4.99714 2.85840 6.83359 0.5210
H -4.52963 1.87412 8.07109 0.3772
H -2.49877 2.13280 6.81150 0.4392
H -3.27195 1.84644 5.37933 0.3432
H -2.80278 0.06764 7.64546 0.3982
H -2.10014 0.02794 6.00667 0.3812
H -3.82324 -0.39590 4.06316 0.3370
H -2.92647 -1.80225 4.51168 0.4398
H -4.64298 -1.99430 4.41017 0.4535
H -2.69226 -2.55178 6.69775 0.3775
H -3.63779 -2.07178 8.02229 0.4300
H -4.34363 -3.00770 6.83125 0.4181
H -5.60367 0.69943 4.12611 0.2544
H -5.68274 2.26442 4.82546 0.3770
H -7.17561 1.38811 4.49007 0.3746
H -6.48173 -1.57043 5.31621 0.3959
C 2.04580 -12.14653 3.74933 -2.0035
C 1.87154 -10.74179 4.43710 1.5981
C 1.62277 -11.02339 5.89042 -1.0700
C 1.71469 -9.71581 6.73109 -0.6658
C 3.07332 -8.95986 6.50896 -1.1533
C 3.45425 -8.68995 5.04344 1.4777
N 3.19764 -9.96977 4.27721 0.1883
O 3.52944 -9.92137 2.94469 -0.4082
C 2.48152 -7.61937 4.47902 -1.7385
C 4.96536 -8.14866 4.97211 -1.5766
C 0.64204 -10.04499 3.71688 -1.7836
H 1.92165 -12.17175 2.66671 0.4107
H 1.21701 -12.79783 4.02688 0.4594
H 3.01506 -12.57263 4.00830 0.4759
H 0.73183 -11.56793 6.20314 0.3613
H 2.50045 -11.63627 6.09575 0.4164
H 1.56482 -9.88542 7.79733 0.4282
H 0.88620 -9.07889 6.42120 0.2871
H 3.89295 -9.63695 6.74950 0.3961
H 3.03208 -8.06558 7.13078 0.3760
H 1.41608 -7.83569 4.40057 0.3275
H 2.53843 -6.68912 5.04428 0.4204
H 2.63112 -7.37476 3.42741 0.4401
H 5.56355 -8.59813 5.76474 0.3641
H 5.30261 -8.37208 3.95996 0.4042
H 5.12223 -7.07017 4.99089 0.3322
H 0.11609 -9.37965 4.40158 0.3242
H -0.04886 -10.75810 3.26718 0.4143
H 0.89040 -9.39220 2.88005 0.4373
H 4.21663 -10.59141 2.92449 0.3781
C 8.45156 6.21930 2.24509 -1.4956
C 9.50189 6.07373 3.39835 1.1437
C 9.08320 6.93111 4.64505 -0.9310
C 7.98816 6.28263 5.48246 -0.6687
C 8.31726 4.87662 5.83794 -1.0599
C 8.80098 3.90101 4.63538 1.4329
N 9.68433 4.73305 3.72456 0.1690
O 10.01355 3.98773 2.61498 -0.4292
C 9.77634 2.84766 5.25385 -1.7332
C 7.48648 3.34832 3.93931 -1.4757
C 10.79417 6.73458 2.93687 -2.0104
H 8.39276 7.27555 1.98247 0.4423
H 7.55248 5.91745 2.78237 0.4805
H 8.56272 5.53021 1.40789 0.3643
H 9.88569 7.30975 5.27808 0.4159
H 8.56085 7.81357 4.27557 0.3343
H 7.04318 6.27227 4.93929 0.2870
H 7.85264 6.77194 6.44698 0.3851
H 7.43486 4.53454 6.37873 0.3410
H 9.14550 4.91555 6.54546 0.4040
H 10.41363 2.29691 4.56201 0.3857
H 10.52432 3.30037 5.90475 0.3674
H 9.28689 2.03137 5.78511 0.4084
H 7.17977 2.35372 4.26303 0.4342
H 6.60925 3.98232 4.06821 0.3409
H 7.69632 3.32957 2.86987 0.2753
H 10.67773 7.71320 2.47120 0.3638
H 11.26106 6.07071 2.20929 0.4142
H 11.57095 6.76944 3.70072 0.4545
H 9.19630 4.16342 2.14290 0.3012
C -0.98392 -8.21237 -9.82844 -1.6144
C 0.44787 -7.41102 -9.86641 1.2494
C 0.95551 -7.98092 -11.24455 -1.1821
C 0.50818 -7.17127 -12.50476 -0.7009
C 0.60160 -5.65846 -12.18904 -1.2811
C -0.29919 -5.09034 -11.07753 1.6975
N 0.41214 -5.89719 -9.97768 0.0478
O 0.30735 -5.32273 -8.68736 -0.4132
C -0.10224 -3.54609 -10.88847 -1.8129
C -1.77861 -5.31427 -11.29622 -1.6371
C 1.47654 -7.84804 -8.81991 -1.5453
H -0.67954 -9.14742 -9.35817 0.5230
H -1.44445 -8.54799 -10.75762 0.3877
H -1.66097 -7.88843 -9.03801 0.3314
H 2.03366 -8.10446 -11.34663 0.3839
H 0.58914 -8.97583 -11.49758 0.3456
H -0.51833 -7.35905 -12.81958 0.3056
H 1.17994 -7.31923 -13.35031 0.4358
H 0.55813 -5.13979 -13.14674 0.4704
H 1.67487 -5.61389 -12.00418 0.3885
H -0.94006 -3.10778 -10.34623 0.3796
H 0.79270 -3.17616 -10.38813 0.3937
H -0.15139 -3.03090 -11.84777 0.3825
H -2.23859 -4.88651 -12.18703 0.3886
H -2.21363 -6.31272 -11.34030 0.2832
H -2.29946 -4.74691 -10.52491 0.4424
H 1.17504 -7.53903 -7.81906 0.3971
H 2.50492 -7.69769 -9.14842 0.3520
H 1.20864 -8.89281 -8.66256 0.4059
H -0.60100 -5.54736 -8.47275 0.3470
C 0.05017 10.37661 3.19655 -1.6322
C -0.85672 9.30074 3.92075 1.4518
C -1.18713 9.73568 5.38019 -1.1757
C -2.20825 10.70654 5.55712 -0.7465
C -3.50349 10.11206 4.86561 -1.2231
C -3.24949 9.84078 3.27409 1.4881
N -2.02247 9.00332 3.09613 0.3966
O -1.80331 8.49026 1.90669 -0.4029
C -4.41273 9.06583 2.76798 -1.8963
C -3.25259 11.09132 2.41674 -1.6956
C 0.16809 8.13727 4.02326 -2.0965
H 0.02305 10.31664 2.10852 0.3996
H 0.99915 10.50827 3.71632 0.4243
H -0.52390 11.30062 3.12757 0.3423
H -1.44154 8.89340 6.02357 0.3604
H -0.24414 10.01642 5.84929 0.5088
H -1.90531 11.61986 5.04510 0.3195
H -2.22375 10.99007 6.60948 0.4074
H -4.28256 10.84483 5.07577 0.4993
H -3.85989 9.30361 5.50396 0.4065
H -4.48733 8.86454 1.69932 0.3734
H -4.33447 8.05310 3.16340 0.4391
H -5.35001 9.57900 2.98306 0.4110
H -3.24577 11.01818 1.32922 0.3829
H -4.04372 11.79848 2.66604 0.4643
H -2.47881 11.83604 2.60318 0.3383
H -0.36746 7.24240 4.34027 0.5002
H 0.86982 8.24799 4.84994 0.4132
H 0.69754 7.98517 3.08271 0.4777
H -1.51763 7.60592 2.14740 0.3945
```

* frontier orbital gap: 0.03276 Ha
* LUMO level: -9.69 eV
* strongest force on any atom: 5.47 eV/Å
* net charge: +2
* E: -5231.08128 a.u.
* E_HOMO: -10.584 eV



Record 2
The following is a quantum chemistry calculation of the molecule C22H37N3O3, from the Open Molecules 2025 dataset.

Geometry as XYZ:
```
65
Properties=species:S:1:pos:R:3:nbo_charge:R:1
C -3.91325 -3.23916 0.70912 -0.6120
C -2.52357 -3.19241 1.33859 -0.3978
C -1.39564 -3.71094 0.42361 -0.1138
C -1.70250 -5.14733 -0.04784 -0.3965
C -2.03156 -6.15488 1.04849 -0.6157
C -1.25548 -2.81642 -0.83701 -0.3946
C 0.11831 -2.85491 -1.50041 -0.6135
C -0.05328 -3.75591 1.18343 0.7182
O 0.64302 -4.75874 1.17121 -0.6337
N 0.39114 -2.67265 1.89384 -0.4553
C 1.71045 -2.82645 2.56507 -0.2228
C 1.81339 -1.45494 3.18425 0.0894
O 3.02329 -0.80363 3.54292 -0.3644
N 2.70583 0.57553 3.44917 -0.0763
C 1.66939 0.73078 2.71442 0.1951
C 1.13487 2.08896 2.41715 -0.2570
N 1.25168 2.34573 0.98800 -0.6244
C 0.81547 3.54738 0.49348 0.7028
O 0.14685 4.30326 1.17073 -0.6186
C 1.14651 3.81933 -0.96368 -0.2976
C -0.12775 3.57130 -1.78951 -0.3951
C 0.13543 3.51325 -3.29601 -0.4015
C 0.07825 4.85905 -4.02398 -0.3940
C 0.69917 6.04025 -3.27317 -0.4041
C 1.98684 5.72403 -2.50765 -0.4032
C 1.73690 5.22462 -1.08489 -0.3906
C 1.26443 -0.57569 2.10147 -0.3072
C -0.05860 -1.25730 1.83176 -0.2002
H -4.64727 -2.80272 1.38725 0.2152
H -3.95151 -2.67261 -0.22269 0.2042
H -4.23083 -4.25892 0.49332 0.2077
H -2.31969 -2.16069 1.62365 0.1991
H -2.52368 -3.76916 2.26703 0.2122
H -2.54215 -5.08907 -0.74486 0.1977
H -0.84696 -5.50926 -0.61813 0.2260
H -2.16629 -7.14612 0.61353 0.2137
H -1.22711 -6.22097 1.77870 0.2251
H -2.95602 -5.90330 1.57153 0.1929
H -2.00567 -3.14803 -1.55783 0.2138
H -1.52252 -1.78290 -0.60123 0.1928
H 0.10603 -2.30705 -2.44308 0.2147
H 0.88688 -2.40703 -0.86550 0.1958
H 0.43027 -3.87865 -1.70910 0.2196
H 1.67842 -3.65149 3.27160 0.2255
H 2.50200 -3.02116 1.83795 0.2119
H 1.14231 -1.40114 4.05513 0.1702
H 0.08066 2.15288 2.69134 0.2286
H 1.67378 2.83206 3.00792 0.2248
H 2.02640 1.91507 0.50880 0.3934
H 1.89451 3.08981 -1.29825 0.1894
H -0.55208 2.61664 -1.46587 0.2096
H -0.87089 4.33519 -1.54555 0.2157
H 1.11333 3.04852 -3.45686 0.1916
H -0.58811 2.84175 -3.76353 0.2122
H 0.57463 4.74413 -4.99153 0.2013
H -0.96383 5.10281 -4.24768 0.2024
H 0.88677 6.83914 -3.99393 0.2112
H -0.02585 6.44750 -2.56222 0.1973
H 2.59890 5.00823 -3.06764 0.1933
H 2.58451 6.63500 -2.43225 0.2136
H 1.05989 5.91756 -0.57893 0.2209
H 2.67560 5.24759 -0.52298 0.2069
H 1.89127 -0.71252 1.20679 0.2149
H -0.48177 -1.01731 0.86262 0.2193
H -0.79355 -1.03597 2.60994 0.1996
```

* frontier orbital gap: 0.36500 Ha
* structure (SMILES): CCC(CC)(CC)C(=O)N1C[C@H]2ON=C(CNC(=O)C3CCCCCC3)[C@@H]2C1
* LUMO level: 0.34 eV
* strongest force on any atom: 0.17 eV/Å
* E: -1250.45277 a.u.
* E_HOMO: -9.592 eV
* relative energy (zero: lowest compared OMol25 entry of this formula, charge and spin): 2.0832 eV



Record 3
The following is a quantum chemistry calculation of the molecule C5H12O2, from the Open Molecules 2025 dataset.

Geometry as XYZ:
```
19
Properties=species:S:1:pos:R:3:nbo_charge:R:1
C -0.43577 -1.65514 2.16808 -0.6050
C -1.01988 -0.81556 1.03537 -0.4093
C 0.07545 -0.21026 0.15916 0.1064
O 0.54210 -1.23434 -0.69835 -0.7434
C -0.40329 1.02047 -0.61287 -0.4451
C 0.70172 1.67908 -1.42325 -0.0637
O 1.06567 0.79941 -2.48632 -0.7420
H -1.21677 -2.12976 2.77116 0.2072
H 0.21128 -2.43919 1.76208 0.2172
H 0.17127 -1.03155 2.83615 0.1966
H -1.66098 -0.01942 1.43615 0.1941
H -1.64598 -1.43757 0.38433 0.2125
H 0.89900 0.12525 0.82073 0.1401
H 0.93041 -0.80280 -1.47636 0.4932
H -0.78428 1.75902 0.10395 0.2156
H -1.23177 0.74593 -1.27787 0.2152
H 1.56896 1.86978 -0.77124 0.1620
H 0.36417 2.64365 -1.82769 0.1691
H 1.86868 1.13301 -2.90322 0.4793
```

* frontier orbital gap: 0.38806 Ha
* structure (SMILES): CC[C@@H](O)CCO
* LUMO level: 0.75 eV
* strongest force on any atom: 0.42 eV/Å
* E: -348.17986 a.u.
* E_HOMO: -9.812 eV
* relative energy (zero: lowest compared OMol25 entry of this formula, charge and spin): 0.6792 eV